1.
Entry from OMol25: a 2-piece molecular cluster, C20H27FN6O2 overall (ωB97M-V/def2-TZVPD).

Summary:
multiplicity: 1
E_tot: -1356.4694 Ha
lowest unoccupied orbital energy: 0.4603 eV
frontier orbital gap: 8.89 eV

```
56
Properties=species:S:1:pos:R:3:forces:R:3
F -7.21957 2.82664 0.27524 -0.41 -0.27 0.68
O 6.26577 1.72757 0.16292 -1.51 7.99 -1.44
O 0.93427 -2.43165 -0.27747 11.53 -4.95 -8.49
N -0.30271 1.30473 0.57894 -0.22 -3.22 -3.84
N 0.24867 0.78921 -1.52365 -1.32 1.13 0.82
N 0.87460 0.61462 0.41279 1.92 3.22 10.92
N 3.67445 0.58868 -0.19069 -1.46 -1.22 -7.96
N -1.11733 -1.80356 -0.15460 -4.36 -0.29 2.75
N -0.73361 1.19046 -0.66348 0.14 1.82 -0.36
C -5.04581 2.34292 0.05446 2.96 -8.51 -1.82
C -6.84385 0.56607 0.03613 -0.41 -1.45 0.83
C -6.28873 1.79514 0.18033 -3.73 3.34 -0.26
C 1.31215 0.56557 -0.73731 0.60 -2.26 -8.66
C -1.57678 -2.02266 -1.42862 0.36 -2.37 -4.85
C 0.26934 -1.76413 1.82869 0.49 -1.33 1.57
C 4.84599 2.59769 0.37987 5.18 2.32 -17.34
C 2.61003 0.01008 -1.40051 -0.76 0.59 6.82
C 1.60151 0.42940 1.70846 1.37 -1.66 1.51
C 5.86529 0.56766 0.37501 6.74 -8.04 -12.54
C 4.89980 -0.12086 -0.62107 0.64 0.38 1.44
C -2.65402 -1.07636 -1.85463 -3.01 -2.15 4.75
C 0.11614 -2.06943 0.34990 -11.05 3.91 8.08
C -2.38844 -1.43773 0.55550 4.48 2.55 -15.19
C -5.89996 -0.45611 -0.20819 -4.63 -5.26 2.32
C 1.61537 -1.02598 2.01161 -1.29 -4.07 3.97
C -4.61508 -0.33245 -0.07612 4.70 5.52 -3.18
C -4.19337 1.21156 -0.28288 2.08 -2.36 2.46
C 3.79599 1.92940 -0.74552 5.04 1.23 1.79
C -3.60646 -1.41280 -0.43231 2.86 3.72 -0.39
H 2.68639 0.59239 1.77735 -0.67 1.22 -0.96
H -4.13143 -2.32942 -0.42202 -0.24 -1.27 -0.53
H 5.69349 0.40689 1.22412 -3.29 -3.01 12.77
H 4.09786 2.16061 -1.89916 -0.18 -1.02 2.77
H 7.07559 -0.19814 0.16863 -3.02 1.57 0.77
H 5.29473 -0.06566 -1.73018 -1.16 0.19 1.99
H -4.63837 3.25775 0.12146 0.53 3.27 0.12
H 2.91613 2.38480 -0.59166 -3.33 2.05 0.42
H 1.95167 -1.37986 3.13934 -0.62 1.86 -2.45
H -1.81192 -3.12867 -1.84300 0.42 2.06 1.49
H -0.78723 -1.68131 -1.96805 2.78 0.09 -2.64
H -3.01955 1.16760 -0.41818 -2.57 1.27 0.19
H -6.19472 -1.65960 -0.08163 -0.07 3.19 -0.76
H 2.85318 0.27011 -2.40704 -0.06 0.45 -0.38
H -7.91349 0.30554 0.37907 1.86 0.87 -1.13
H 0.16295 -2.65247 2.56174 0.96 0.48 -1.77
H 4.62217 -1.14454 -0.32105 1.10 0.01 -0.30
H -2.22618 -0.58755 0.84388 1.19 9.45 3.42
H -0.56794 -1.31037 2.24143 -1.57 1.95 0.25
H 2.59133 -1.03935 -1.13738 0.04 -0.41 -0.73
H -3.39781 -1.44378 -2.48530 -0.31 -0.34 -2.20
H 2.18947 -1.73323 1.48074 1.70 0.17 -1.33
H 1.17976 0.78883 2.66686 -0.72 1.01 -1.46
H -2.72021 -1.91207 1.15508 -5.85 -11.45 14.21
H -2.44389 -0.03671 -1.86833 0.31 0.61 -0.23
H 5.37160 3.49558 -0.12845 -1.71 -0.65 2.08
H 4.72281 2.36893 1.22896 -2.46 -1.93 12.01
```
Positions in Å, forces in eV/Å.

Quick look at the natural (NBO) charges, all values in e:
1. F -0.37
2. O -0.54
3. O -0.59
4. N -0.08
5. N -0.31
6. N -0.21
7. N -0.43
8. N -0.45
9. N -0.09
10. C -0.28
11. C -0.32
12. C 0.40
13. C 0.36
14. C -0.24
15. C -0.52
16. C -0.05
17. C -0.26
18. C -0.27
19. C 0.10
20. C -0.30
21. C -0.37
22. C 0.71
23. C -0.17
24. C -0.16
25. C -0.41
26. C -0.06
27. C -0.16
28. C -0.26
29. C -0.21
30. H 0.26
31. H 0.20
32. H 0.11
33. H 0.20
34. H 0.06
35. H 0.20
36. H 0.24
37. H 0.19
38. H 0.22
39. H 0.18
40. H 0.22
41. H 0.24
42. H 0.18
43. H 0.24
44. H 0.25
45. H 0.24
46. H 0.21
47. H 0.18
48. H 0.22
49. H 0.26
50. H 0.22
51. H 0.23
52. H 0.25
53. H 0.15
54. H 0.23
55. H 0.24
56. H 0.14

2.
Entry from OMol25: C27H27N2O5RuS as an isolated structure (ωB97M-V/def2-TZVPD).

Summary:
multiplicity: 5
energy above the lowest of the compared OMol25 structures with the same formula, charge and spin: 11.69 kcal per mole
E_tot: -2022.8081 Ha
lowest unoccupied orbital energy (alpha / beta): -10.3219 / -12.9383 eV
frontier orbital gap (alpha / beta): 7.50 / 4.77 eV
expectation value of S²: 6.04
charge: +3

```
63
Properties=species:S:1:pos:R:3:forces:R:3
Ru -1.72357 -0.74750 -0.68678 1.28 0.08 -0.47
S 0.90405 0.45257 1.61582 1.49 -0.11 -0.21
O -0.44126 -1.71609 -1.86983 -1.67 -1.00 1.31
O 0.03954 -0.60567 1.01419 -0.52 -0.59 -0.01
O 1.30580 -1.50854 -3.25744 -0.48 -0.50 0.27
O 2.82486 2.69230 -3.62992 0.06 -0.01 -0.18
O 2.75034 0.54921 -4.21072 0.57 -0.69 -0.64
N -0.61561 0.87722 -1.42674 -0.28 -0.49 -0.02
N 0.53477 2.57986 -2.15611 -0.42 -0.33 0.15
C 3.79566 2.31912 -0.52295 -0.19 0.11 0.42
C -3.58333 0.15448 0.30132 -0.45 -0.13 0.15
C -3.93821 -1.45118 -1.49867 -0.09 0.27 0.30
C 1.04964 1.48326 -2.79050 -0.04 -1.05 -0.04
C 2.88206 -0.30511 -0.27449 0.14 -0.44 -0.26
C -3.49432 -2.50395 -0.65549 -0.10 0.57 0.36
C -4.00156 -0.11673 -1.04645 -0.27 -0.57 0.34
C -3.33022 -0.90000 1.23239 -0.15 -0.16 -0.60
C 2.98322 -2.22606 3.89889 -0.86 -0.35 -1.20
C -4.53656 0.96652 -1.91952 0.10 0.21 -0.20
C -3.55636 -3.91186 -1.10981 0.29 -0.43 -0.22
C 3.66529 -1.35002 4.74480 0.60 0.07 0.49
C -1.18765 3.11441 -0.43759 -0.16 0.24 -0.01
C 2.34022 0.71864 0.48955 -0.70 0.32 0.64
C -3.26741 -0.64969 2.69962 0.21 0.10 0.16
C 2.19640 -1.72037 2.87791 0.32 -1.03 0.45
C 4.35957 1.29934 -1.28004 0.30 -0.08 -0.10
C 0.32216 0.41662 -2.32406 0.59 0.13 -0.64
C 2.80251 2.02732 0.39870 0.17 0.33 -0.29
C 0.43543 -1.06309 -2.54285 1.55 2.21 -0.96
C -0.45940 2.19803 -1.33603 0.00 0.29 0.12
C 3.46615 0.02760 4.67500 -0.36 0.95 -0.54
C 2.68633 0.54275 3.65922 0.86 0.31 1.14
C 2.04933 -0.34094 2.78318 -0.99 0.37 -0.86
C 3.88420 -0.00271 -1.18621 -0.13 -0.15 0.36
C -3.17355 -2.19680 0.70141 -0.37 0.28 -0.08
C 2.29741 1.61183 -3.63124 -0.68 0.54 0.72
H -1.85372 2.55850 0.22091 0.06 0.06 -0.04
H -1.76817 3.83987 -1.01104 -0.06 -0.02 0.04
H -3.73377 1.48926 -2.44495 0.04 0.02 0.02
H 4.30632 -0.78631 -1.79711 0.05 -0.06 -0.02
H 1.67576 -2.38037 2.19989 -0.07 -0.03 -0.05
H 3.07506 -3.29488 4.03322 0.08 -0.03 -0.04
H -3.84606 0.23060 2.97100 -0.01 0.02 0.00
H -3.65187 -1.50658 3.25136 -0.05 -0.02 -0.06
H 3.93648 0.69081 5.38504 0.11 0.02 0.02
H -5.08514 1.70540 -1.33849 -0.02 -0.01 0.04
H 0.86025 3.52532 -2.33119 0.09 -0.01 0.04
H 2.55422 1.60891 3.55684 -0.03 0.15 0.03
H 2.37994 2.81507 1.00368 -0.11 0.11 0.08
H 5.20207 1.51984 -1.92301 -0.14 0.03 -0.17
H 2.26599 -0.30793 -4.07892 -0.15 0.52 0.24
H -2.98455 -3.02470 1.37597 0.23 0.04 -0.05
H -3.77090 1.15144 0.69854 0.29 -0.12 -0.16
H -2.24109 -0.49734 3.03787 0.06 0.03 -0.05
H -0.47660 3.68276 0.16335 -0.05 0.00 0.08
H -5.19379 0.55775 -2.68508 -0.02 -0.04 0.04
H 4.40990 -1.74170 5.42544 -0.10 -0.06 0.18
H -4.29959 -1.70009 -2.49038 0.18 0.06 -0.05
H -2.58005 -4.26533 -1.45088 0.07 0.06 -0.04
H -3.85435 -4.57597 -0.29801 -0.05 0.09 0.01
H 2.52897 -1.32085 -0.17873 -0.11 -0.13 -0.02
H 4.12690 3.33885 -0.65167 0.10 0.04 0.05
H -4.24812 -4.02709 -1.94222 -0.01 0.02 0.02
```
Positions in Å, forces in eV/Å.

Quick look at the natural (NBO) charges, all values in e:
1. Ru 1.35
2. S 1.30
3. O -0.63
4. O -1.00
5. O -0.55
6. O -0.55
7. O -0.63
8. N -0.51
9. N -0.45
10. C -0.17
11. C -0.26
12. C -0.23
13. C 0.07
14. C -0.24
15. C 0.11
16. C 0.06
17. C 0.08
18. C -0.13
19. C -0.66
20. C -0.67
21. C 0.02
22. C -0.68
23. C -0.12
24. C -0.66
25. C -0.22
26. C -0.10
27. C -0.03
28. C -0.26
29. C 0.79
30. C 0.45
31. C -0.17
32. C -0.18
33. C -0.06
34. C -0.18
35. C -0.25
36. C 0.77
37. H 0.23
38. H 0.28
39. H 0.26
40. H 0.26
41. H 0.26
42. H 0.27
43. H 0.26
44. H 0.27
45. H 0.27
46. H 0.26
47. H 0.48
48. H 0.25
49. H 0.24
50. H 0.27
51. H 0.53
52. H 0.28
53. H 0.27
54. H 0.25
55. H 0.26
56. H 0.27
57. H 0.27
58. H 0.28
59. H 0.28
60. H 0.27
61. H 0.25
62. H 0.26
63. H 0.27